1.
Molecular formula: C7H12BrO3P
Method: DFT, ωB97M-V/def2-TZVPD

* frontier orbital gap (alpha / beta): 8.7 / 6.4 eV
* highest occupied orbital energy (alpha / beta): -8.770 / -7.852 eV
* E_tot: -92924.05967 eV
* charge: 0
* molar mass: 255.05 u

```
24
Properties=species:S:1:pos:R:3:lowdin_charge:R:1
C 1.1098 -0.3716 0.3762 -0.213
C 0.2654 2.7074 0.3466 -0.787
C -0.2055 -0.7997 1.0731 -0.520
C -0.6834 2.6952 -0.7788 -0.207
C -0.0495 -1.9701 2.1057 -0.002
C -1.4026 -1.0860 0.1465 -0.033
C 2.0878 0.0886 -1.6061 -0.044
O 1.9985 1.4774 2.1580 -0.308
O -0.4114 0.5128 1.6942 -0.176
O 1.2146 -0.7305 -0.8469 -0.068
P 0.9123 1.2891 1.1873 0.523
Br 1.4919 4.0959 0.2127 0.780
H -1.4741 1.9205 -0.6336 0.076
H -0.1701 2.5969 -1.7547 0.083
H -1.1653 3.6443 -0.7843 0.056
H -0.8256 -2.0636 2.7722 0.040
H 0.9393 -1.7544 2.6050 0.103
H 0.0618 -2.9792 1.5348 0.123
H -2.2616 -1.3643 0.7967 0.092
H -1.2789 -1.8614 -0.6500 0.087
H -1.6743 -0.2298 -0.6459 0.109
H 1.7731 1.1023 -1.6508 0.062
H 2.2134 -0.2101 -2.6265 0.084
H 3.1602 -0.0114 -1.1984 0.138
```

---

2.
Molecular formula: C7H12Ca2F10N5O26S10
Method: DFT, ωB97M-V/def2-TZVPD

* frontier orbital gap: 2.6 eV
* highest occupied orbital energy: -5.900 eV
* E_tot: -240543.87244 eV
* charge: -1
* molar mass: 1172.99 u

```
72
Properties=species:S:1:pos:R:3:lowdin_charge:R:1
Ca 0.6532 14.1107 14.2914 1.563
Ca 5.1942 10.4423 12.1925 1.699
N 2.1626 12.8858 15.3882 -0.401
S 3.8353 12.7088 15.1779 0.532
O 4.1347 11.6519 14.2327 -0.408
O 4.6665 12.8181 16.3030 -0.189
F 4.0486 14.0090 14.3839 -0.130
S 2.0318 12.1136 16.7895 0.483
O 1.8434 12.9359 17.9176 -0.179
O 2.7142 10.8621 16.8593 -0.260
F 0.5278 11.6855 16.5227 -0.185
N -2.9658 10.4891 18.2072 -0.273
S -1.5319 9.7115 18.4195 0.481
O -1.6970 8.3079 18.5716 -0.288
O -0.4746 10.3897 19.0814 -0.274
F -1.1470 9.7850 16.8483 -0.237
S -3.3324 10.8008 19.7311 0.458
O -2.5973 11.8455 20.3625 -0.281
O -3.8060 9.7059 20.5184 -0.295
F -4.7276 11.5759 19.4227 -0.224
N 2.2851 17.9391 14.3326 -0.242
S 2.3107 17.0272 15.7105 0.488
O 3.5988 16.7022 16.2051 -0.237
O 1.2938 16.0265 15.6676 -0.384
F 1.8138 18.1178 16.6744 -0.099
S 2.9717 16.9242 13.3506 0.482
O 2.3374 15.6136 13.2679 -0.448
O 4.3784 17.0369 13.2133 -0.244
F 2.4551 17.5003 11.9502 -0.182
N -1.8494 14.9304 18.5616 -0.236
S -1.7679 13.9266 17.2933 0.515
O -0.7735 14.2560 16.2760 -0.442
O -2.9802 13.3206 16.9104 -0.228
F -0.9898 12.8293 18.0828 -0.174
S -1.9948 16.3839 17.9640 0.458
O -3.1331 16.5626 17.1256 -0.284
O -0.7607 17.0165 17.6259 -0.286
F -2.4211 17.1032 19.3147 -0.179
N 3.8556 11.9744 11.4477 -0.534
S 4.2581 13.3108 10.6421 0.508
O 4.4869 14.4540 11.4258 -0.184
O 3.6954 13.4536 9.3570 -0.201
F 5.7604 12.7344 10.3012 -0.232
S 2.1996 12.0502 11.4637 0.552
O 1.5735 11.8684 10.2369 -0.161
O 1.6309 12.8232 12.5065 -0.330
F 2.1240 10.6031 12.1630 -0.191
C 1.2671 8.3588 15.2591 -0.016
C 2.3282 7.4298 15.7953 -0.312
C 3.0141 7.9222 17.0967 -0.083
O 3.1620 6.6937 17.8164 0.067
C 2.3426 5.7466 17.3050 -0.566
O 2.2116 4.6625 17.7607 0.170
O 1.6660 6.2475 16.2482 0.085
H 1.0173 8.2121 14.2032 0.078
H 1.5375 9.4147 15.3102 0.058
H 0.3479 8.2355 15.8296 0.090
H 3.1302 7.2014 15.0810 0.137
H 2.4156 8.6399 17.6483 0.128
H 3.9843 8.3117 16.7981 0.123
C 2.0362 15.7126 19.1219 -0.068
O 1.8600 16.9109 19.8423 0.024
C 0.8058 16.9594 20.6466 -0.616
O -0.0468 16.1291 20.7797 0.138
O 0.8498 18.1056 21.3354 -0.011
C -0.1618 18.3263 22.3099 -0.046
H 1.1936 15.3471 18.5414 0.073
H 2.4646 14.8904 19.7009 0.099
H 2.8395 15.8787 18.4009 0.073
H -0.0504 17.6232 23.1343 0.096
H -1.1536 18.1768 21.8806 0.092
H -0.0360 19.3699 22.5796 0.088
```

---

3.
Molecular formula: C7H12CaN3
Method: DFT, ωB97M-V/def2-TZVPD

* energy relative to the best compared isomer or geometry (same formula, charge and spin): 473.0 kJ/mol
* frontier orbital gap (alpha / beta): 3.7 / 3.7 eV
* highest occupied orbital energy (alpha / beta): -1.797 / -1.791 eV
* E_tot: -30354.34833 eV
* charge: -1
* molar mass: 178.27 u

```
23
Properties=species:S:1:pos:R:3:lowdin_charge:R:1
C 2.8506 0.7969 -0.0339 -0.494
Ca 1.5464 0.1224 -1.4639 0.351
N 0.2020 -0.7849 -3.0569 -0.114
H 2.7808 -0.2578 -2.3340 -0.243
H 0.1867 -1.8147 -3.0346 0.033
H 1.8645 1.4186 -2.2048 -0.232
H 3.8387 1.0516 -0.4438 -0.069
H 2.9559 -0.0521 0.6725 -0.087
H 2.4411 1.6756 0.4960 -0.078
H -0.7819 -0.4850 -3.0553 0.026
H 0.5697 -0.5375 -3.9853 0.028
N -3.9724 -0.2057 3.9519 0.140
C -3.1537 -0.1725 3.1345 -0.189
C -2.1338 -0.1277 2.1197 -0.238
C -2.2919 0.6937 0.9988 -0.020
C -1.2843 0.7313 0.0315 -0.100
N -0.1642 -0.0260 0.1817 -0.039
C 0.0075 -0.8347 1.2616 -0.097
C -0.9749 -0.9009 2.2528 -0.015
H -3.1799 1.3025 0.8765 0.112
H -1.3884 1.3689 -0.8361 0.104
H 0.9121 -1.4205 1.3569 0.107
H -0.8305 -1.5415 3.1142 0.113
```

---

4.
Molecular formula: C7H12ClNO2S
Method: DFT, ωB97M-V/def2-TZVPD

* energy relative to the best compared isomer or geometry (same formula, charge and spin): 0.0 kJ/mol
* frontier orbital gap: 9.3 eV
* highest occupied orbital energy: -9.002 eV
* E_tot: -36394.00361 eV
* charge: 0
* molar mass: 209.70 u

```
24
Properties=species:S:1:pos:R:3:lowdin_charge:R:1
O 3.4135 1.0469 1.2603 -0.396
S 3.3376 0.5187 -0.1108 0.410
O 3.7663 1.3254 -1.1960 -0.334
Cl 4.2560 -1.2896 0.0670 0.391
C 1.5402 -0.0102 -0.7339 -0.312
C 0.6377 1.1484 -0.3735 -0.318
C -0.7443 0.7413 -0.9278 -0.172
C -1.2950 -0.5619 -0.4749 -0.220
C -0.1706 -1.5610 -0.5056 -0.207
N 1.0472 -1.0546 0.0810 -0.188
C 0.9544 -0.4336 1.3947 -0.143
C 0.5807 1.1103 1.1081 -0.125
H 1.7494 -0.1494 -1.8251 0.158
H 0.9801 2.1139 -0.8177 0.162
H -0.4945 0.5314 -1.9865 0.121
H -1.4187 1.6490 -0.7304 0.152
H -1.6811 -0.3464 0.5389 0.117
H -1.9582 -1.0263 -1.2280 0.124
H -0.4687 -2.5078 0.1645 0.158
H -0.0897 -1.8988 -1.6415 0.162
H 1.9694 -0.5037 1.8190 0.083
H 0.1512 -1.0173 2.0446 0.162
H -0.3314 1.2755 1.7117 0.123
H 1.4670 1.5527 1.5950 0.091
```

---

5.
Molecular formula: C7H12F6MoN4O3PS
Method: DFT, ωB97M-V/def2-TZVPD

* multiplicity: 4
* frontier orbital gap (alpha / beta): 7.4 / 6.4 eV
* highest occupied orbital energy (alpha / beta): -16.572 / -16.954 eV
* E_tot: -57830.01941 eV
* charge: +2
* molar mass: 473.17 u

```
35
Properties=species:S:1:pos:R:3:lowdin_charge:R:1
Mo -0.2011 -0.5385 -0.8010 1.866
N -2.1736 0.0539 -1.5937 -0.076
C -2.6186 1.2713 -0.8744 -0.091
C -1.3800 2.0855 -0.5559 -0.497
O -1.3815 3.1206 0.0542 0.120
N -0.2298 1.4560 -1.0413 -0.156
C 0.9950 2.2111 -1.0399 -0.091
C 2.0724 1.2813 -0.5648 -0.475
O 3.1292 1.4820 -0.0834 0.182
O 1.5866 -0.0438 -0.6962 -0.282
H -2.1044 0.2441 -2.5923 0.132
H -2.8357 -0.7103 -1.4706 0.123
H -3.1216 0.9817 0.0485 0.145
H -3.3141 1.8682 -1.4646 0.152
H 0.9376 3.0922 -0.4000 0.136
H 1.2532 2.5441 -2.0512 0.165
S 0.1432 0.4306 2.5696 0.952
C 0.7742 2.0482 2.7408 -0.740
N 2.0352 2.3629 2.5303 0.070
C 2.2901 3.7768 2.8733 -0.058
C 0.8701 4.3135 3.1408 -0.061
N 0.0566 3.0805 3.1277 0.075
H 2.7593 1.7073 2.2733 0.153
H 2.7733 4.2716 2.0340 0.136
H 2.9318 3.8287 3.7508 0.138
H 0.5168 4.9865 2.3613 0.134
H 0.7867 4.7906 4.1140 0.138
H -0.9436 3.0651 3.2512 0.166
F -1.4105 -1.8220 -0.0555 -0.463
P 0.1548 -3.9395 -0.0515 0.360
F -1.0748 -4.8668 0.0800 -0.017
F 0.9767 -2.4824 -0.2128 -0.250
F 1.3538 -4.8598 -0.0679 0.047
F -0.1781 -3.7264 -1.5708 -0.076
F 0.0256 -3.5351 1.4489 -0.055
```